1.
A structure of composition C29H28BN5PtSSb, computed with the ωB97M-V functional and the def2-TZVPD basis.

Each line ends with the Mulliken charge.
Atoms and positions in Å:
Pt 0.058 0.200 -0.165  1.05
B -3.477 -0.356 0.229  0.25
N -2.551 -1.293 -0.618  0.23
C -3.106 -2.202 -1.419  -0.28
C -2.114 -2.886 -2.096  -0.95
C -0.941 -2.312 -1.646  -0.03
N -1.208 -1.356 -0.739  -0.55
N -2.676 0.689 1.073  0.25
C -3.262 1.368 2.062  -0.33
C -2.314 2.139 2.714  -1.08
C -1.136 1.864 2.042  -0.50
N -1.375 0.997 1.043  -0.48
H -4.071 -1.040 1.022  -0.11
H -4.218 0.227 -0.522  -0.11
H -4.177 -2.303 -1.449  0.46
H -2.226 -3.682 -2.808  0.42
H 0.071 -2.543 -1.923  0.38
H -4.312 1.228 2.255  0.48
H -2.452 2.784 3.562  0.44
H -0.141 2.225 2.239  0.83
S 1.803 -1.189 -0.858  -0.55
C 3.380 -0.491 -0.883  0.17
N 4.140 -0.758 -1.968  0.02
C 5.437 -0.405 -2.098  -0.35
C 6.053 0.283 -1.093  -0.62
C 5.312 0.587 0.058  -0.33
C 3.997 0.202 0.165  -0.15
H 3.677 -1.266 -2.715  0.26
H 5.923 -0.692 -3.018  0.43
H 7.089 0.567 -1.191  0.44
H 5.786 1.117 0.874  0.45
H 3.412 0.406 1.051  0.52
C 1.372 6.021 2.926  -0.53
C 2.271 4.970 2.807  -0.59
C 2.090 4.016 1.816  -0.67
C 1.010 4.113 0.942  0.33
C 0.115 5.170 1.059  -0.14
C 0.300 6.122 2.053  -0.79
Sb 0.776 2.648 -0.563  1.07
C 2.195 3.395 -1.947  -0.20
C 3.263 2.675 -2.462  -0.15
C 4.153 3.270 -3.347  -0.39
C 3.979 4.593 -3.721  -0.60
C 2.917 5.323 -3.205  -0.71
C 2.031 4.729 -2.320  -0.17
C -0.985 3.242 -1.577  0.79
C -0.958 3.395 -2.960  -0.69
C -2.130 3.662 -3.655  -0.71
C -3.332 3.772 -2.973  -0.62
C -3.364 3.616 -1.594  -0.85
C -2.197 3.346 -0.896  -0.15
H 1.510 6.763 3.701  0.40
H 3.111 4.892 3.485  0.42
H 2.796 3.196 1.733  0.40
H -0.725 5.260 0.380  0.45
H -0.398 6.945 2.143  0.42
H 3.405 1.646 -2.174  0.23
H 4.985 2.702 -3.745  0.42
H 4.670 5.057 -4.411  0.40
H 2.778 6.357 -3.490  0.42
H 1.208 5.312 -1.922  0.40
H -0.027 3.307 -3.508  0.44
H -2.101 3.779 -4.730  0.42
H -4.246 3.975 -3.515  0.40
H -4.301 3.695 -1.058  0.45
H -2.246 3.219 0.180  0.41

As for the total charge: +1. As for the LUMO energy: -0.1355 Ha. Its total energy is -59268.95164 eV. The highest occupied orbital energy comes out at -10.931 eV. The calculation puts the HOMO-LUMO gap at 7.2431 eV.

2.
A structure of composition C29H28ClN4O5S2Zr, computed with the ωB97M-V functional and the def2-TZVPD basis.

Each line ends with the Mulliken charge.
Atoms and positions in Å:
Zr 0.146 -0.282 1.274  0.83
O -4.659 -0.941 -2.179  -0.47
C -3.547 -1.206 -2.854  0.20
O -3.537 -1.769 -3.904  -0.50
C -2.239 -0.811 -2.217  0.05
C -0.981 -0.882 -2.853  0.52
Cl -0.612 -1.265 -4.435  -0.02
N -0.033 -0.603 -1.937  0.16
N -0.607 -0.367 -0.745  0.13
C -1.936 -0.472 -0.912  -0.18
C -2.687 -0.224 0.355  0.74
O -3.868 -0.107 0.453  -0.64
O -1.809 -0.121 1.381  -0.05
C 1.389 -0.431 -1.990  0.02
C 2.120 -0.913 -0.902  0.19
C 3.495 -0.694 -0.868  -0.87
C 4.114 0.001 -1.897  -0.72
C 3.363 0.475 -2.965  -0.84
C 1.988 0.271 -3.016  -0.66
H -4.537 -0.436 -1.358  0.38
H 1.690 -1.644 -0.206  1.22
H 4.092 -1.108 -0.066  0.53
H 5.184 0.153 -1.878  0.48
H 3.847 1.017 -3.767  0.45
H 1.401 0.664 -3.834  0.52
C -2.702 -2.841 3.486  -1.00
N -2.598 -3.243 2.088  0.21
C -3.743 -3.825 1.351  -0.64
C -3.148 -4.132 -0.038  -0.38
N -1.761 -3.633 0.096  0.06
C -1.523 -3.213 1.339  0.22
S 0.078 -2.755 1.895  -0.53
H -3.738 -2.953 3.793  0.41
H -2.421 -1.796 3.604  0.31
H -2.075 -3.473 4.114  0.38
H -4.558 -3.105 1.312  0.37
H -4.088 -4.717 1.872  0.46
H -3.664 -3.601 -0.836  0.15
H -3.146 -5.194 -0.271  0.43
H -1.018 -3.971 -0.495  0.31
O 0.611 1.715 1.148  -0.38
S 0.814 3.047 1.945  0.15
C 2.268 2.666 2.985  -1.31
C 2.386 1.222 3.381  0.26
C 2.614 0.231 2.407  -0.68
C 2.733 -1.111 2.780  -0.16
C 2.648 -1.470 4.125  -0.68
C 2.495 -0.485 5.086  -0.76
C 2.352 0.850 4.715  -0.43
C -0.613 3.083 3.066  -1.03
C -0.599 2.303 4.351  1.14
C -0.673 0.913 4.435  0.53
C -0.769 0.277 5.661  -1.55
C -0.793 1.020 6.835  -0.60
C -0.697 2.401 6.771  -0.92
C -0.606 3.033 5.538  -0.75
H 2.200 3.335 3.845  0.58
H 3.106 2.991 2.366  0.53
H 2.858 0.527 1.390  1.15
H 2.989 -1.868 2.046  0.60
H 2.765 -2.505 4.418  0.57
H 2.486 -0.750 6.135  0.48
H 2.209 1.606 5.479  0.52
H -1.432 2.799 2.397  0.33
H -0.733 4.150 3.270  0.61
H -0.594 0.235 3.578  0.64
H -0.816 -0.804 5.706  0.52
H -0.886 0.522 7.791  0.47
H -0.714 2.992 7.677  0.46
H -0.572 4.115 5.497  0.45

As for the total charge: +3. As for the LUMO energy: -0.3677 Ha. Its total energy is -82176.51121 eV. The highest occupied orbital energy comes out at -17.362 eV. The calculation puts the HOMO-LUMO gap at 7.3564 eV.

3.
A structure of composition C29H28CrN3O7 at a distorted geometry, computed with the ωB97M-V functional and the def2-TZVPD basis.

Each line ends with the Mulliken charge.
Atoms and positions in Å:
C -2.201 -0.003 -1.515  -0.24
C -1.010 -0.183 -2.314  -1.19
C -0.264 -1.272 -1.736  0.40
H -0.787 0.322 -3.247  0.53
C -1.000 -1.780 -0.614  0.05
C -2.200 -1.017 -0.494  -1.24
H -0.750 -2.666 -0.034  0.52
C 0.325 2.687 0.471  -1.01
C 0.224 2.519 -0.954  -0.85
C 1.258 1.587 -1.355  -0.57
H -0.424 3.094 -1.619  0.48
C 1.940 1.129 -0.168  0.72
C 1.285 1.748 0.958  -0.83
H 0.618 -1.743 -2.170  0.41
H -2.997 -1.212 0.216  0.49
H -3.015 0.688 -1.721  0.53
H 1.574 1.601 1.995  0.42
H 1.561 1.359 -2.376  0.57
H -0.148 3.468 1.059  0.60
Cr -0.392 0.479 -0.360  0.41
C 3.194 0.293 -0.093  2.32
C 4.173 0.935 0.896  -1.92
C 3.883 0.177 -1.457  -2.12
H 4.427 1.946 0.554  0.43
H 5.082 0.330 0.935  0.51
H 3.753 0.999 1.904  0.31
H 4.163 1.173 -1.819  0.47
H 3.249 -0.313 -2.204  0.25
H 4.795 -0.417 -1.333  0.50
C 2.760 -1.117 0.381  -0.31
C 3.869 -2.141 0.619  0.13
H 2.064 -1.531 -0.367  -0.59
H 2.194 -1.047 1.328  0.64
O 5.054 -1.878 0.806  -0.67
N 3.456 -3.452 0.619  -0.04
C 2.114 -3.957 0.338  -1.02
H 4.153 -4.111 0.925  0.27
C 1.866 -4.175 -1.145  0.74
C 0.665 -4.769 -1.551  -0.19
H -0.053 -5.075 -0.784  0.42
C 0.402 -4.965 -2.908  -0.64
H -0.551 -5.403 -3.212  0.40
C 1.362 -4.612 -3.864  -0.50
H 1.167 -4.788 -4.922  0.38
C 2.575 -4.045 -3.464  -0.66
H 3.340 -3.770 -4.191  0.41
C 2.831 -3.833 -2.102  -0.17
H 3.794 -3.430 -1.777  0.41
H 1.353 -3.269 0.747  0.03
H 1.999 -4.911 0.873  0.55
O -1.324 1.370 3.259  -0.69
C -1.980 1.512 2.226  -0.09
O -1.798 1.014 1.055  0.02
C -3.220 2.417 2.294  0.36
C -4.117 2.544 1.211  -0.26
C -5.186 3.462 1.280  -0.15
C -5.372 4.256 2.421  -0.32
C -4.479 4.126 3.496  -0.20
C -3.417 3.201 3.444  -0.52
N -4.621 4.953 4.665  1.00
O -5.556 5.779 4.701  -0.60
O -3.796 4.808 5.592  -0.59
N -6.079 3.598 0.156  1.00
O -5.881 2.885 -0.852  -0.60
O -7.012 4.422 0.239  -0.59
H -3.974 1.946 0.309  0.47
H -6.188 4.967 2.471  0.59
H -2.730 3.093 4.280  0.61

As for the total charge: 0. As for the LUMO energy (alpha / beta): -0.0406 / -0.0406 Ha. Its total energy is -77746.25956 eV. Its spin multiplicity is 4. The highest occupied orbital energy (alpha / beta) comes out at -8.192 / -9.165 eV. The calculation puts the HOMO-LUMO gap (alpha / beta) at 7.0877 / 8.0601 eV.

4.
A structure of composition C29H28CrO6 at a distorted geometry, computed with the ωB97M-V functional and the def2-TZVPD basis.

Each line ends with the Mulliken charge.
Atoms and positions in Å:
C -3.822 0.112 4.193  -1.27
C -2.528 -0.468 3.643  -0.19
O -1.564 0.556 3.407  -0.16
C -0.356 0.117 2.924  0.27
C 0.528 1.275 2.739  0.03
C 1.907 1.148 2.391  1.04
O 2.459 0.069 2.196  -0.51
C 2.728 2.449 2.284  -1.12
C 2.481 3.245 1.002  -0.51
C 1.272 4.184 0.981  -0.84
C -0.103 3.507 0.876  -0.72
C -0.831 3.364 2.221  -0.78
C -0.013 2.575 3.248  -1.19
O -0.140 -1.058 2.700  -0.64
H -4.552 -0.693 4.331  0.41
H -3.682 0.580 5.175  0.31
H -4.281 0.840 3.513  0.31
H -2.106 -1.185 4.362  0.32
H -2.717 -0.967 2.682  0.30
H 2.544 3.056 3.176  0.51
H 3.785 2.146 2.328  0.43
H 3.390 3.839 0.827  0.41
H 2.413 2.536 0.167  0.31
H 1.305 4.859 1.845  0.40
H 1.393 4.824 0.099  0.34
H -0.751 4.097 0.208  0.42
H 0.002 2.518 0.413  0.39
H -1.048 4.358 2.643  0.39
H -1.797 2.861 2.055  0.34
H -0.659 2.335 4.101  0.50
H 0.806 3.208 3.611  0.45
O 9.187 -4.775 -3.168  -0.27
C 8.553 -3.798 -3.220  0.41
Cr 7.277 -2.410 -3.436  -0.09
C 6.081 -3.653 -2.701  0.42
O 5.388 -4.511 -2.310  -0.28
C 6.891 -3.250 -5.090  0.43
O 6.664 -3.939 -6.008  -0.29
C 8.468 -0.692 -3.990  -0.64
C 8.705 -1.011 -2.643  -0.43
C 7.628 -1.178 -1.759  -0.42
C 6.287 -0.899 -2.143  1.32
C 5.189 -1.122 -1.225  -0.73
C 4.312 -1.246 -0.370  -0.08
C 3.318 -1.545 0.539  -0.70
C 3.540 -2.540 1.565  0.96
C 2.487 -2.981 2.407  -0.40
C 2.692 -3.995 3.335  -0.71
C 3.971 -4.534 3.542  -0.39
C 5.033 -4.090 2.744  -0.62
C 4.822 -3.132 1.753  -0.23
C 6.079 -0.669 -3.528  -0.63
C 7.147 -0.497 -4.420  -0.39
H 9.302 -0.622 -4.701  0.45
H 9.731 -1.194 -2.306  0.56
H 7.819 -1.506 -0.735  0.57
H 2.319 -1.136 0.421  0.29
H 1.505 -2.522 2.292  0.41
H 1.855 -4.354 3.928  0.41
H 4.146 -5.269 4.333  0.38
H 6.035 -4.489 2.903  0.38
H 5.633 -2.857 1.075  0.28
H 5.055 -0.595 -3.896  0.54
H 6.955 -0.272 -5.471  0.56

As for the total charge: +1. As for the LUMO energy (alpha / beta): -0.1145 / -0.2048 Ha. Its total energy is -71223.12002 eV. Its spin multiplicity is 4. The highest occupied orbital energy (alpha / beta) comes out at -9.591 / -11.298 eV. The calculation puts the HOMO-LUMO gap (alpha / beta) at 6.4764 / 5.7245 eV.

> Which of these has the highest total charge?

C29H28ClN4O5S2Zr

> Which of these has the highest total charge?

C29H28ClN4O5S2Zr

> Among the records above, which one has the lowest total charge?

C29H28CrN3O7